(1)
This record from OMol25 describes a structure of composition C33H37AsFN5OSSe3TeV. The level of theory is ωB97M-V with the def2-TZVPD basis set.

Each line ends with the Mulliken spin population.
Positions of all 84 atoms, in Å:
1 V -1.314 -1.309 -1.592  1.453
2 Se -2.157 -0.579 0.303  -0.431
3 Se -4.301 -0.772 0.932  -0.056
4 Te -5.680 -1.667 -3.305  0.003
5 Se -3.332 -1.531 -2.251  0.036
6 N -4.551 1.523 -1.885  -0.004
7 C -3.642 2.483 -1.824  0.001
8 S -2.404 2.457 -0.703  -0.012
9 N -3.837 3.545 -2.701  0.001
10 C -3.086 4.729 -2.732  -0.002
11 C -3.731 5.961 -2.656  0.000
12 C -2.999 7.138 -2.672  -0.001
13 C -1.618 7.103 -2.780  0.000
14 C -0.973 5.876 -2.883  -0.001
15 C -1.697 4.697 -2.853  0.002
16 H -4.462 0.703 -1.283  0.001
17 H -5.193 1.395 -2.655  -0.001
18 H -4.773 3.614 -3.072  0.000
19 H -4.810 5.985 -2.558  0.000
20 H -3.511 8.089 -2.586  0.000
21 H -1.050 8.024 -2.773  0.000
22 H 0.104 5.841 -2.990  0.000
23 H -1.197 3.743 -2.915  0.003
24 C 5.895 -0.461 -3.028  0.001
25 C 4.814 0.074 -3.717  -0.001
26 C 3.525 -0.228 -3.310  0.006
27 C 3.289 -1.069 -2.227  0.005
28 C 4.379 -1.610 -1.554  0.000
29 C 5.673 -1.309 -1.954  0.000
30 As 1.410 -1.322 -1.679  0.035
31 C 1.433 0.412 -0.775  -0.024
32 C 1.158 1.657 -1.311  0.001
33 C 1.326 2.802 -0.546  -0.003
34 C 1.793 2.694 0.758  0.004
35 C 2.069 1.455 1.305  0.000
36 C 1.904 0.296 0.549  -0.001
37 C 2.159 -1.069 0.993  0.031
38 C 2.682 -1.447 2.228  0.000
39 C 2.873 -2.782 2.525  0.000
40 C 2.516 -3.766 1.610  0.003
41 C 2.000 -3.401 0.373  -0.018
42 C 1.843 -2.066 0.055  -0.018
43 H 6.906 -0.211 -3.327  0.000
44 H 4.977 0.722 -4.570  0.000
45 H 2.680 0.204 -3.840  -0.001
46 H 4.217 -2.272 -0.713  0.001
47 H 6.510 -1.743 -1.420  0.000
48 H 0.807 1.749 -2.332  0.002
49 H 1.070 3.770 -0.957  0.000
50 H 1.943 3.588 1.352  0.001
51 H 2.415 1.380 2.330  0.000
52 H 2.946 -0.686 2.952  0.000
53 H 3.299 -3.067 3.480  0.000
54 H 2.653 -4.814 1.848  0.000
55 H 1.734 -4.170 -0.345  -0.001
56 C -1.150 0.375 -3.856  0.000
57 O -1.007 0.025 -2.546  -0.022
58 H -2.119 0.012 -4.240  0.003
59 H -0.342 -0.064 -4.471  -0.002
60 H -1.123 1.468 -3.997  0.002
61 F -0.852 -2.974 -1.371  0.019
62 C 0.182 -1.018 5.393  0.000
63 C -0.400 -0.122 4.311  -0.002
64 N -0.321 -0.829 3.055  -0.012
65 C -0.725 -2.143 2.944  0.030
66 N -1.044 -2.578 1.784  -0.019
67 C -1.469 -3.944 1.592  0.005
68 C -1.005 -4.874 2.711  -0.002
69 C -1.303 -4.209 4.043  0.000
70 N -0.633 -2.926 4.094  -0.004
71 C -0.623 -2.306 5.403  -0.003
72 H 0.139 -0.535 6.371  0.000
73 H 1.221 -1.244 5.144  0.000
74 H 0.167 0.809 4.221  0.000
75 H -1.438 0.139 4.570  0.001
76 H -0.605 -0.284 2.244  -0.003
77 H -1.069 -4.294 0.639  -0.003
78 H -2.563 -3.954 1.504  -0.003
79 H 0.073 -5.031 2.625  0.000
80 H -1.505 -5.843 2.639  0.000
81 H -0.935 -4.815 4.878  0.000
82 H -2.390 -4.079 4.160  -0.001
83 H -0.193 -3.031 6.103  0.001
84 H -1.653 -2.089 5.735  0.000

Properties
* net charge: -2
* HOMO energy (alpha / beta): 0.06 / -0.13 eV
* expectation value of S²: 1.18
* frontier orbital gap (alpha / beta): 0.1467 / 0.1536 Ha
* calculated total energy: -12778.898401 a.u.
* LUMO energy (alpha / beta): 4.0473 / 4.0469 eV
* spin multiplicity: 2


(2)
This record from OMol25 describes a structure of composition C33H37BiClO2Si2. The level of theory is ωB97M-V with the def2-TZVPD basis set.

Each line ends with the Löwdin charge.
Positions of all 76 atoms, in Å:
1 C -2.346 -1.315 4.359  -0.237
2 C -3.295 -1.580 3.320  -0.147
3 C -2.845 -2.698 2.563  -0.158
4 H -4.254 -1.075 3.202  0.124
5 C -1.629 -3.186 3.161  -0.201
6 C -1.326 -2.344 4.305  -0.239
7 H -0.621 -2.578 5.104  0.126
8 H -2.461 -0.610 5.175  0.102
9 H -3.377 -3.173 1.743  0.122
10 H -1.135 -4.130 2.939  0.125
11 Bi -0.787 -0.888 2.401  2.129
12 Si 2.547 1.758 -0.259  0.208
13 C 1.192 3.110 -0.835  -0.331
14 C 1.256 3.678 -2.105  -0.121
15 H 2.083 3.430 -2.773  0.092
16 C 0.246 4.547 -2.536  -0.098
17 H 0.286 4.970 -3.540  0.102
18 C -0.824 4.866 -1.696  -0.101
19 H -1.610 5.542 -2.037  0.100
20 C -0.864 4.326 -0.409  -0.099
21 H -1.680 4.580 0.270  0.094
22 C 0.154 3.464 0.024  -0.165
23 H 0.095 3.037 1.029  0.067
24 C 1.289 0.268 -0.370  -0.246
25 C -0.101 0.297 -0.106  -0.271
26 H -0.641 1.244 -0.063  0.099
27 C -0.906 -0.945 -0.288  -0.423
28 H -1.997 -0.892 -0.343  0.132
29 C -0.207 -2.171 0.227  -0.296
30 H -0.785 -3.085 0.382  0.117
31 C 1.171 -2.199 -0.049  -0.052
32 H 1.810 -3.044 0.208  0.142
33 C 1.683 -1.081 -0.800  -0.265
34 H 2.628 -1.196 -1.343  0.117
35 H 2.409 2.330 1.101  -0.032
36 Si -0.034 -1.094 -1.841  0.694
37 C -0.025 -2.474 -3.106  -0.242
38 C -1.125 -2.597 -3.969  -0.087
39 H -2.013 -1.984 -3.793  0.104
40 C -1.074 -3.469 -5.060  -0.065
41 H -1.918 -3.533 -5.751  0.110
42 C 0.075 -4.253 -5.270  -0.068
43 H 0.121 -4.933 -6.125  0.110
44 C 1.158 -4.155 -4.387  -0.072
45 H 2.052 -4.763 -4.546  0.108
46 C 1.110 -3.264 -3.304  -0.087
47 H 1.963 -3.184 -2.627  0.096
48 C -0.465 0.337 -3.035  -0.242
49 C -1.732 0.911 -2.974  -0.096
50 H -2.467 0.564 -2.240  0.100
51 C -2.082 1.921 -3.879  -0.070
52 H -3.081 2.357 -3.831  0.108
53 C -1.156 2.361 -4.831  -0.081
54 H -1.426 3.157 -5.529  0.111
55 C 0.117 1.787 -4.883  -0.073
56 H 0.846 2.126 -5.622  0.113
57 C 0.464 0.777 -3.977  -0.079
58 H 1.460 0.329 -4.011  0.115
59 H 3.456 2.417 -1.134  -0.045
60 Cl 4.252 0.542 0.429  0.074
61 C 2.121 -1.760 4.040  -0.066
62 O 1.273 -0.661 3.672  -0.416
63 C 1.864 0.591 4.125  -0.147
64 C 0.863 1.730 4.042  -0.174
65 O -0.470 1.280 4.380  -0.292
66 C -0.745 1.436 5.788  -0.071
67 H 1.636 -2.700 3.750  0.087
68 H 2.265 -1.752 5.133  0.107
69 H 3.101 -1.667 3.543  0.113
70 H 2.177 0.464 5.175  0.137
71 H 2.750 0.805 3.503  0.135
72 H 1.173 2.522 4.746  0.138
73 H 0.828 2.149 3.022  0.103
74 H -1.833 1.507 5.892  0.092
75 H -0.365 0.567 6.349  0.099
76 H -0.273 2.353 6.177  0.102

Properties
* energy above the lowest of the compared OMol25 structures with the same formula, charge and spin: 0.147 eV
* net charge: +1
* HOMO energy: -9.72 eV
* frontier orbital gap: 0.1870 Ha
* calculated total energy: -2683.498859 a.u.
* LUMO energy: -4.6298 eV


(3)
This record from OMol25 describes a structure of composition C33H37HgN9O2S2SbSe4. The level of theory is ωB97M-V with the def2-TZVPD basis set.

Each line ends with the Mulliken spin population.
Positions of all 89 atoms, in Å:
1 Hg 0.132 -0.406 0.114  -0.034
2 C -3.455 0.179 -3.085  0.000
3 C -2.154 0.041 -2.344  -0.002
4 N -2.068 -0.501 -1.171  0.006
5 N -3.146 -0.862 -0.522  0.010
6 C -2.977 -1.558 0.604  -0.039
7 N -4.052 -1.659 1.394  -0.001
8 S -1.559 -2.447 1.029  0.205
9 C -0.907 0.505 -2.926  -0.001
10 C -0.844 0.997 -4.243  -0.002
11 C 0.379 1.328 -4.790  0.001
12 C 1.530 1.209 -4.018  -0.002
13 C 1.381 0.785 -2.708  0.000
14 N 0.217 0.444 -2.178  0.001
15 H -4.248 -0.220 -2.458  0.000
16 H -3.426 -0.371 -4.030  0.000
17 H -3.679 1.228 -3.299  0.000
18 H -4.776 -0.948 1.296  -0.001
19 H -3.905 -2.023 2.322  0.000
20 H -1.751 1.093 -4.821  0.000
21 H 0.446 1.679 -5.813  0.000
22 H 2.504 1.458 -4.416  0.000
23 H 2.238 0.713 -2.047  0.001
24 C 6.181 -0.243 1.326  0.000
25 C 5.792 -1.702 1.085  0.000
26 N 4.694 -1.886 0.147  0.000
27 C 5.010 -2.227 -1.225  0.000
28 C 5.459 -1.020 -2.051  0.000
29 C 3.430 -1.550 0.553  0.001
30 S 2.139 -1.822 -0.545  -0.003
31 N 3.334 -1.160 1.809  0.000
32 C 2.455 -0.260 2.271  0.002
33 O 1.823 0.525 1.536  0.005
34 C 2.390 -0.134 3.756  0.009
35 C 3.461 -0.537 4.553  0.000
36 C 3.391 -0.390 5.929  0.000
37 C 2.247 0.135 6.519  0.000
38 C 1.179 0.542 5.733  0.003
39 C 1.264 0.419 4.355  0.004
40 H 7.005 -0.194 2.040  0.000
41 H 5.333 0.299 1.739  0.000
42 H 6.489 0.242 0.399  0.000
43 H 5.483 -2.143 2.035  0.000
44 H 6.649 -2.255 0.693  0.000
45 H 4.116 -2.648 -1.677  0.000
46 H 5.789 -2.995 -1.222  0.000
47 H 4.736 -0.212 -1.933  0.000
48 H 5.505 -1.281 -3.110  0.000
49 H 6.440 -0.662 -1.737  0.000
50 H 4.344 -0.949 4.082  0.000
51 H 4.231 -0.689 6.545  0.000
52 H 2.187 0.227 7.597  0.000
53 H 0.277 0.944 6.177  0.000
54 H 0.443 0.745 3.731  -0.016
55 Se -5.247 1.370 2.304  0.002
56 Sb -2.944 1.459 3.165  -0.023
57 Se -2.416 3.778 3.755  0.075
58 Se -2.941 0.121 5.222  0.024
59 Se -1.162 0.784 1.494  0.757
60 C 0.576 9.209 2.292  0.000
61 C 1.099 8.576 1.032  0.000
62 C 2.413 8.751 0.617  0.000
63 C 2.876 8.179 -0.558  0.000
64 C 2.025 7.424 -1.358  0.000
65 N 2.526 6.905 -2.572  0.000
66 C 2.029 5.905 -3.387  0.000
67 O 2.274 5.912 -4.587  0.000
68 N 1.267 4.927 -2.814  0.000
69 C 1.324 4.418 -1.494  0.002
70 C 2.490 4.420 -0.739  0.000
71 C 2.446 3.911 0.546  -0.008
72 C 1.239 3.431 1.039  -0.008
73 N 0.136 3.391 0.304  0.058
74 C 0.179 3.862 -0.931  -0.004
75 C 0.701 7.255 -0.955  0.000
76 C 0.258 7.809 0.231  0.000
77 H 1.275 9.952 2.674  0.000
78 H 0.412 8.449 3.058  0.000
79 H -0.383 9.691 2.101  0.000
80 H 3.088 9.344 1.222  0.000
81 H 3.905 8.325 -0.869  0.000
82 H 3.205 7.479 -3.044  0.000
83 H 0.820 4.325 -3.488  0.000
84 H 3.410 4.819 -1.148  0.000
85 H 3.334 3.882 1.162  0.000
86 H 1.141 3.077 2.056  -0.018
87 H -0.752 3.825 -1.493  -0.001
88 H 0.014 6.706 -1.579  0.000
89 H -0.767 7.650 0.543  0.000

Properties
* energy above the lowest of the compared OMol25 structures with the same formula, charge and spin: 2.381 eV
* net charge: -2
* HOMO energy (alpha / beta): -1.40 / -1.38 eV
* expectation value of S²: 0.76
* frontier orbital gap (alpha / beta): 0.1840 / 0.1698 Ha
* calculated total energy: -12718.895521 a.u.
* LUMO energy (alpha / beta): 3.6092 / 3.2363 eV
* spin multiplicity: 2